A cluster of 2 separate species, C4H12Si2 in total. Source: the Open Molecules 2025 dataset; level of theory: wB97M-V/def2-TZVPD.

Computed properties:
2S+1 = 1
LUMO level = -0.6 eV
energy = -738.42736 Ha
gap between HOMO and LUMO = 6.83 eV

```
18
Properties=species:S:1:pos:R:3:forces:R:3:mulliken_charge:R:1
Si -1.657 -0.430 -0.585 2.8 0.2 1.6 0.29
Si 1.555 0.506 0.054 -0.2 1.3 0.2 0.23
C -3.884 0.164 1.107 1.8 0.3 -1.2 -0.62
C 2.691 1.037 -1.484 -0.7 1.8 1.7 -0.97
C 2.235 -1.069 0.940 -0.5 0.0 -2.7 -0.94
C -3.253 0.246 -0.089 -0.4 -0.5 2.2 -0.30
H 1.458 -1.809 0.732 0.3 -0.4 -0.3 0.26
H -3.474 -0.256 2.003 0.6 -0.6 0.1 0.26
H 2.144 -0.950 1.985 0.7 0.3 1.2 0.32
H -1.551 -1.055 -1.873 -0.2 -0.2 -0.9 -0.10
H 3.645 0.609 -1.139 0.1 0.7 -0.4 0.26
H -3.723 0.728 -0.863 -1.6 1.4 -1.6 0.36
H -1.467 -1.403 0.458 0.4 -0.9 0.4 -0.16
H 1.764 1.661 1.136 -0.5 -1.0 -1.1 -0.07
H 2.387 0.562 -2.358 -0.5 -1.3 -1.5 0.35
H -4.764 0.694 1.323 -1.4 0.5 -0.2 0.28
H 2.683 2.160 -1.819 0.3 -2.0 1.3 0.26
H 3.213 -1.396 0.471 -1.0 0.3 1.1 0.29
```
Forces are in eV/Å.



The ion C4H13BN with charge +1. Source: the Open Molecules 2025 dataset; level of theory: wB97M-V/def2-TZVPD.

Computed properties:
charge = +1
2S+1 = 3
LUMO level (spin up / spin down) = -3.4 / -8.3 eV
energy = -239.35606 Ha
gap between HOMO and LUMO (spin up / spin down) = 7.97 / 6.66 eV

```
19
Properties=species:S:1:pos:R:3:forces:R:3:mulliken_spin:R:1
N -2.298 0.744 0.166 0.5 0.4 0.4 0.00
C 2.809 0.536 -0.258 0.3 1.2 0.9 0.04
C -1.932 -0.644 -0.249 0.2 -0.4 0.4 0.03
C -0.447 -0.693 -0.564 -0.3 -0.2 -1.7 0.35
C 1.830 -0.356 0.330 3.2 -2.5 -2.0 1.06
B 0.396 -0.030 0.761 -2.7 0.8 1.4 0.28
H -2.161 -1.317 0.575 -0.1 0.1 0.1 0.00
H 3.228 0.117 -1.177 -0.3 -0.1 -0.4 0.08
H -0.233 -0.123 -1.465 0.2 0.1 -0.1 0.00
H -1.448 1.070 0.707 -0.9 0.2 -0.2 0.00
H -2.414 1.360 -0.645 0.0 -0.1 0.2 0.00
H 2.433 1.543 -0.420 0.2 0.2 -0.3 0.01
H 0.069 -0.683 1.699 0.0 0.1 0.6 0.02
H -2.534 -0.926 -1.116 0.1 0.0 0.0 0.03
H -3.144 0.779 0.739 0.2 0.1 -0.1 0.00
H 3.665 0.585 0.426 0.1 0.3 0.0 0.06
H 2.158 -1.391 0.373 -0.5 -0.2 0.6 0.04
H -0.165 -1.726 -0.740 0.2 0.0 0.2 0.00
H 0.189 1.156 0.860 -0.3 0.1 0.0 0.00
```
Forces are in eV/Å.



A structure of composition C4H13ISb. Source: the Open Molecules 2025 dataset; level of theory: wB97M-V/def2-TZVPD.

Computed properties:
charge = -1
2S+1 = 1
LUMO level = 3.3 eV
energy = -698.07230 Ha
gap between HOMO and LUMO = 7.36 eV

```
19
Properties=species:S:1:pos:R:3:forces:R:3:mulliken_charge:R:1
I 3.225 1.938 1.320 0.5 0.8 0.0 -0.58
Sb 1.529 -0.399 1.556 -0.4 -1.1 0.1 0.28
C -1.169 0.682 -1.923 0.2 -0.1 0.4 -1.58
C 0.789 0.079 -0.470 -0.2 -0.5 -0.2 -1.41
C -0.657 -0.295 -0.846 -0.2 0.6 -0.1 0.97
C -1.673 -0.272 0.293 -0.2 -0.1 -0.3 -1.64
H -1.788 0.731 0.691 0.1 0.2 0.3 0.33
H -1.445 -0.970 1.088 0.2 0.0 0.2 0.37
H -2.645 -0.556 -0.113 -0.2 -0.1 0.0 0.46
H 0.576 -1.860 1.694 0.0 0.0 0.0 -0.10
H 2.882 -1.312 0.881 -0.1 0.1 -0.1 -0.07
H -0.674 0.522 -2.877 0.0 0.0 -0.2 0.34
H -2.250 0.620 -2.026 -0.2 -0.2 -0.3 0.41
H -0.945 1.695 -1.601 0.0 0.3 0.0 0.40
H -0.689 -1.287 -1.294 0.2 -0.3 0.1 0.16
H 1.458 -0.440 -1.154 0.3 -0.1 0.0 0.40
H 0.290 0.616 2.271 0.0 0.1 -0.1 -0.06
H 2.222 -0.629 3.147 0.0 0.1 0.0 -0.13
H 0.963 1.134 -0.637 0.0 0.4 0.2 0.45
```
Forces are in eV/Å.



A cluster of 2 separate species, C4H13N2 in total. Source: the Open Molecules 2025 dataset; level of theory: wB97M-V/def2-TZVPD.

Computed properties:
2S+1 = 2
LUMO level (spin up / spin down) = 1.1 / 1.1 eV
energy = -269.61751 Ha
gap between HOMO and LUMO (spin up / spin down) = 6.37 / 10.15 eV

```
19
Properties=species:S:1:pos:R:3:forces:R:3:mulliken_spin:R:1
N 0.564 -1.433 -1.377 -0.2 -0.6 -0.3 0.03
N 0.102 1.297 0.816 -0.4 0.7 0.1 0.21
C -1.652 -0.149 1.671 0.4 0.1 0.0 0.03
C -0.496 0.798 2.037 0.2 -0.9 -0.8 -0.03
C 1.328 0.918 0.336 0.2 0.2 0.5 0.80
C 0.547 -0.562 -2.554 0.3 0.0 -0.1 0.00
H 0.285 0.178 2.479 0.0 0.2 0.4 0.01
H -0.405 -0.040 -2.625 0.0 0.0 0.0 0.00
H -0.779 1.602 2.714 0.0 0.0 0.1 0.00
H 0.740 -1.076 -3.502 -0.2 -0.1 0.0 0.00
H 1.698 1.364 -0.568 0.0 0.0 0.0 -0.02
H -0.301 -1.962 -1.333 -0.1 0.1 0.0 0.00
H 1.933 0.297 0.974 0.1 0.0 -0.1 0.02
H -2.100 -0.650 2.530 -0.1 0.1 0.1 -0.01
H -1.200 -0.903 1.025 -0.2 -0.1 0.0 -0.01
H 1.334 0.186 -2.457 0.0 0.1 0.1 -0.01
H -2.410 0.374 1.087 -0.1 0.0 0.1 0.00
H -0.463 1.910 0.255 0.0 0.0 0.0 -0.02
H 1.273 -2.148 -1.508 0.1 0.2 0.1 -0.01
```
Forces are in eV/Å.



The ion C4H13N2 with charge +1. Source: the Open Molecules 2025 dataset; level of theory: wB97M-V/def2-TZVPD.

Computed properties:
charge = +1
2S+1 = 1
LUMO level = -3.8 eV
SMILES = NCCCC[NH3+]
energy = -269.45154 Ha
gap between HOMO and LUMO = 8.05 eV

```
19
Properties=species:S:1:pos:R:3:forces:R:3:mulliken_charge:R:1
N -1.986 0.103 -1.778 -0.3 -0.5 0.3 -0.42
N 2.022 -0.104 1.703 0.1 -0.5 0.3 -0.26
C 1.280 -0.939 0.699 -1.3 -0.2 -1.1 -0.83
C 0.710 -0.096 -0.450 0.3 -0.1 0.3 -0.52
C -0.463 0.806 -0.016 0.5 -0.4 0.0 -0.64
C -1.797 0.170 -0.356 -0.1 0.3 0.1 -0.44
H -2.594 0.770 0.082 0.0 0.1 0.1 0.37
H 0.431 -1.418 1.206 0.5 0.1 0.2 0.35
H -2.942 0.209 -2.070 0.4 0.1 -0.5 0.19
H -1.233 0.272 -2.418 -0.3 0.2 0.0 0.16
H 2.595 0.625 1.267 -0.2 0.0 0.0 0.34
H 1.924 -1.717 0.300 0.3 0.1 0.3 0.40
H 1.529 0.458 -0.900 0.2 0.3 -0.1 0.34
H -0.359 0.981 1.061 -0.3 0.2 0.0 0.24
H -0.411 1.770 -0.511 0.1 0.2 0.0 0.36
H 1.361 0.300 2.368 0.1 0.3 -0.1 0.38
H -1.890 -0.813 0.122 0.2 -0.2 0.0 0.19
H 0.403 -0.812 -1.216 -0.1 0.0 0.0 0.39
H 2.642 -0.711 2.242 0.1 0.1 0.1 0.37
```
Forces are in eV/Å.



The ion C4H13N2 with charge +1. Source: the Open Molecules 2025 dataset; level of theory: wB97M-V/def2-TZVPD.

Computed properties:
charge = +1
2S+1 = 1
LUMO level = -3.0 eV
SMILES = C[C@H]([NH3+])CCN
energy = -269.45154 Ha
gap between HOMO and LUMO = 11.29 eV

```
19
Properties=species:S:1:pos:R:3:forces:R:3:mulliken_charge:R:1
N -2.196 -0.383 -0.134 2.6 0.8 0.6 -0.67
N 0.247 -1.427 -0.346 2.5 -0.7 0.9 -0.31
C -0.129 0.942 -0.001 1.8 -0.1 -0.1 -0.97
C -1.475 0.773 0.584 -2.9 -1.4 -0.2 -0.60
C 0.897 -0.208 0.345 -3.0 1.4 0.0 0.28
C 2.213 0.276 -0.156 2.0 1.2 -0.7 -1.37
H 2.931 -0.435 -0.584 -0.3 -0.2 0.5 0.39
H 0.855 -1.683 -1.132 -1.0 0.3 -0.7 0.33
H 0.281 1.909 0.317 0.1 -0.3 0.0 0.40
H 0.734 -0.443 1.392 0.9 0.1 0.3 0.39
H -0.834 -1.279 -0.356 0.0 0.0 -0.4 0.42
H 0.430 -2.226 0.265 -0.3 0.0 0.1 0.37
H 2.090 1.042 -0.960 -0.3 -0.8 0.3 0.39
H -2.074 -0.173 -1.115 -1.6 0.0 -0.3 0.25
H -3.091 -0.597 0.277 -0.3 0.1 -0.7 0.22
H -0.064 0.932 -1.106 -0.7 0.4 0.3 0.45
H 2.782 0.914 0.571 -0.7 -1.0 -0.1 0.33
H -2.141 1.666 0.527 0.8 -0.4 0.1 0.36
H -1.455 0.399 1.612 0.3 0.6 0.1 0.33
```
Forces are in eV/Å.



The ion C4H13N2 with charge +1. Source: the Open Molecules 2025 dataset; level of theory: wB97M-V/def2-TZVPD.

Computed properties:
charge = +1
2S+1 = 1
LUMO level = -3.1 eV
SMILES = C[C@H]([NH3+])CCN
energy = -269.45028 Ha
gap between HOMO and LUMO = 10.66 eV

```
19
Properties=species:S:1:pos:R:3:forces:R:3:mulliken_charge:R:1
N -0.495 1.579 -0.697 -0.3 0.0 -0.4 -0.64
N -0.362 -1.184 -1.111 0.1 2.3 0.1 -0.35
C 1.794 -0.688 -0.033 1.1 0.7 -0.8 -1.42
C -0.756 1.461 0.755 0.9 -2.5 -0.4 -0.40
C -0.530 -0.184 1.155 -0.4 3.2 0.7 -1.06
C 0.340 -1.040 0.266 -1.2 -0.4 -1.2 0.48
H -1.347 1.638 -1.267 0.3 0.5 0.6 0.29
H 2.216 -0.917 -1.056 -1.0 -0.6 0.8 0.40
H 2.137 0.352 -0.020 -0.8 0.1 0.7 0.31
H -1.536 -0.566 1.401 0.5 -0.4 -0.6 0.41
H -1.798 1.734 0.952 0.4 0.0 0.5 0.30
H 0.070 2.393 -0.887 0.0 0.0 -0.3 0.19
H 0.360 -1.484 -1.754 -0.4 -0.7 -0.4 0.35
H -0.015 2.082 1.314 -0.8 -0.5 -0.4 0.34
H -0.020 -0.177 2.111 0.1 0.0 0.4 0.38
H 0.280 -2.043 0.697 0.3 0.0 -0.2 0.40
H -0.580 -0.170 -1.407 0.6 -0.9 0.7 0.30
H 2.399 -1.228 0.669 0.5 -0.2 0.3 0.36
H -1.240 -1.693 -1.122 0.2 -0.5 0.0 0.37
```
Forces are in eV/Å.



A cluster of 2 separate species, C4H13N2 in total. Source: the Open Molecules 2025 dataset; level of theory: wB97M-V/def2-TZVPD.

Computed properties:
charge = +1
2S+1 = 1
LUMO level = -8.8 eV
energy = -269.25769 Ha
gap between HOMO and LUMO = 6.03 eV

```
19
Properties=species:S:1:pos:R:3:forces:R:3:mulliken_charge:R:1
N -1.508 -1.005 -1.604 0.3 0.8 0.7 -0.28
N -0.109 -0.583 0.553 -1.0 -0.9 -0.1 -0.13
C 0.355 2.143 1.466 0.6 -0.3 -1.2 -0.75
C 1.405 2.050 0.339 0.4 -0.3 -0.6 -0.77
C 0.306 -1.640 -0.200 1.5 0.7 -0.5 -0.40
C -0.985 -2.164 -0.939 -1.8 0.1 -0.8 -0.30
H -1.689 -2.519 -0.184 0.5 -0.2 0.3 0.31
H 0.671 1.561 2.330 0.2 0.7 0.4 0.27
H 0.136 3.195 1.605 -0.3 -0.1 0.8 0.32
H 2.226 1.381 0.588 0.0 -0.2 0.0 0.27
H -2.375 -0.978 -2.120 0.2 -0.5 -0.3 0.23
H -0.759 -2.945 -1.668 0.1 -0.2 0.2 0.33
H 1.902 2.965 0.012 -0.2 0.3 0.6 0.35
H -0.572 -0.929 1.412 0.2 0.2 0.1 0.28
H -1.120 -0.101 -1.387 -0.2 0.0 0.1 0.21
H 0.968 1.695 -0.602 -0.1 -0.2 0.1 0.16
H -0.507 1.600 1.108 -0.6 0.5 0.1 0.19
H 0.896 -1.230 -1.022 0.4 -0.4 0.1 0.31
H 0.760 -2.496 0.315 -0.3 -0.1 0.1 0.39
```
Forces are in eV/Å.